Record 1
41
Properties=species:S:1:pos:R:3 method="wB97M-V/def2-TZVPD" fmax_ha_per_bohr=0.0067 homo_lumo_gap_ev=7.16 e_above_lowest_kcal_mol=8.4 e_homo_ev=-7.46
In 0.234 0.072 -0.654
C -1.463 4.428 -2.640
C -1.380 3.627 -1.353
O -1.900 4.431 -0.285
P 0.326 3.278 -0.841
O 1.037 4.652 -0.510
O 1.084 2.802 -2.145
O 0.350 2.297 0.281
P -2.332 2.039 -1.516
O -2.787 1.765 0.033
O -3.504 2.176 -2.385
O -1.284 0.970 -1.800
H -0.881 5.346 -2.550
H -2.507 4.673 -2.824
H -1.088 3.846 -3.481
H -2.131 3.839 0.445
H 0.787 5.035 0.340
H 2.029 2.620 -2.049
H -3.739 1.918 0.099
S 4.080 -5.641 0.027
C 3.463 -4.155 -0.291
S 2.628 -3.751 -1.748
C 2.179 -2.113 -1.333
C 2.622 -1.676 -0.135
S 2.299 -0.107 0.618
S 3.515 -2.832 0.822
S 1.132 -1.286 -2.475
N -1.334 -1.094 0.541
C -1.089 -2.512 0.371
C -1.719 -3.208 -0.646
C -1.427 -4.554 -0.821
C -0.507 -5.186 0.001
C 0.133 -4.472 1.004
C -0.152 -3.128 1.190
H -2.256 -0.798 0.228
H -1.263 -0.848 1.525
H -2.421 -2.705 -1.300
H -1.916 -5.105 -1.614
H -0.271 -6.231 -0.152
H 0.873 -4.954 1.631
H 0.357 -2.560 1.961


Record 2
27
Properties=species:S:1:pos:R:3 method="wB97M-V/def2-TZVPD" fmax_ha_per_bohr=0.0830 s_squared=0.7592 homo_lumo_gap_ev="2.67 / 7.20" e_above_lowest_kcal_mol=38.4 total_charge=-1 spin_multiplicity=2 e_homo_ev="0.94 / -3.74"
C -1.697 1.652 -2.246
C 1.618 1.589 -0.544
C 0.616 1.597 -1.498
C 1.304 1.565 0.875
C -0.725 1.740 -1.043
C -0.036 1.481 1.228
C -1.095 1.447 0.284
H 2.602 1.317 -0.829
H 0.835 1.253 -2.510
H 2.039 1.559 1.650
H -0.381 1.386 2.291
H -2.317 0.804 -2.246
H -1.068 1.480 -3.154
H -2.095 1.268 0.675
H -2.294 2.569 -2.348
C -0.792 -1.850 -0.832
C -0.222 -1.568 1.604
C 0.182 -1.811 0.306
C 1.892 -2.151 1.721
N 0.772 -1.749 2.489
N 1.478 -2.203 0.461
H -1.263 -1.312 1.682
H 0.858 -1.559 3.468
H -0.355 -1.629 -1.826
H -1.713 -1.326 -0.608
H 2.837 -2.611 1.871
H -0.979 -2.939 -0.921


Record 3
27
Properties=species:S:1:pos:R:3 method="wB97M-V/def2-TZVPD" fmax_ha_per_bohr=0.2267 homo_lumo_gap_ev=8.65 e_above_lowest_kcal_mol=185.7 smiles=Cc1cc(C)cc(NCCC#N)c1 e_homo_ev=-8.26
C -3.283 -1.330 0.909
C -1.875 -0.765 0.685
C -2.068 0.621 0.425
C -1.099 1.367 -0.258
C -1.396 2.786 -0.756
C 0.021 0.610 -0.625
C 0.223 -0.615 -0.201
N 1.279 -1.504 -0.725
C 2.525 -0.911 -1.050
C 3.296 -0.339 0.197
C 2.913 0.724 1.184
N 3.122 1.707 2.008
C -0.701 -1.277 0.583
H -3.738 -1.476 -0.229
H -2.992 -2.218 1.388
H -4.140 -0.510 1.378
H -3.236 0.729 1.016
H -1.344 3.006 -1.914
H -0.614 3.561 -0.333
H -2.334 2.918 -0.160
H 0.695 1.055 -1.436
H 1.447 -2.259 0.208
H 3.111 -1.875 -1.254
H 2.462 -0.343 -2.187
H 3.888 -1.302 0.847
H 4.240 0.048 -0.385
H -0.404 -2.407 0.683


Record 4
27
Properties=species:S:1:pos:R:3 method="wB97M-V/def2-TZVPD" fmax_ha_per_bohr=0.0583 homo_lumo_gap_ev=9.15 e_above_lowest_kcal_mol=14.8 smiles=Cc1c[nH]cn1.Cc1ccccc1 e_homo_ev=-8.31
C 1.305 3.462 -0.693
C 0.531 2.343 -1.276
C 0.985 1.423 -2.210
N 0.039 0.453 -2.237
C -0.957 0.794 -1.372
N -0.660 1.928 -0.768
H 0.938 3.861 0.247
H 1.529 4.326 -1.339
H 2.326 3.124 -0.458
H 1.836 1.500 -2.861
H 0.028 -0.445 -2.682
H -1.861 0.249 -1.191
C -1.006 0.023 2.876
C -0.596 -0.959 1.817
C -1.441 -1.910 1.288
C -0.858 -2.850 0.386
C 0.459 -2.815 0.016
C 1.273 -1.798 0.542
C 0.771 -0.917 1.477
H -1.214 1.017 2.452
H -0.163 0.222 3.536
H -1.762 -0.406 3.542
H -2.518 -1.997 1.188
H -1.534 -3.544 -0.101
H 0.760 -3.517 -0.749
H 2.347 -1.740 0.378
H 1.365 -0.127 1.915